No. 1
{
  "formula": "C17H43NO6S",
  "method": "ωB97M-V/def2-TZVPD",
  "species": ["C", "C", "C", "O", "H", "H", "H", "H", "H", "H", "H", "H", "C", "C", "C", "O", "H", "H", "H", "H", "H", "H", "H", "H", "C", "C", "C", "O", "H", "H", "H", "H", "H", "H", "H", "H", "C", "C", "C", "O", "C", "N", "H", "H", "H", "H", "H", "H", "H", "H", "H", "H", "H", "C", "C", "C", "S", "O", "O", "C", "H", "H", "H", "H", "H", "H", "H", "H"],
  "coordinates": [[-5.0157, 1.1202, 3.6104], [-3.5890, 1.5764, 3.4563], [-3.3479, 1.8912, 2.0077], [-3.4260, 2.8179, 4.0631], [-5.4861, 0.3526, 2.9959], [-5.6534, 1.9935, 3.4738], [-5.0286, 0.7712, 4.6430], [-2.8403, 0.8174, 3.6831], [-2.2796, 2.0422, 1.8525], [-3.9121, 2.8207, 1.9311], [-3.7740, 1.2325, 1.2510], [-4.0914, 2.8780, 4.7525], [2.7385, -5.3273, -1.6876], [3.3412, -3.9626, -2.0925], [4.7284, -3.6108, -1.6777], [3.5219, -4.0536, -3.4947], [1.6893, -5.3974, -1.9746], [2.9228, -5.5136, -0.6296], [3.1513, -6.1823, -2.2229], [2.6808, -3.0955, -2.0966], [5.3864, -4.4746, -1.7720], [4.6391, -3.3740, -0.6175], [5.1081, -2.7329, -2.2003], [4.0404, -4.8527, -3.6140], [1.3920, -1.3064, 0.1721], [-0.0033, -1.1810, 0.8733], [-0.0807, -1.8565, 2.2796], [-0.5299, 0.1848, 0.8081], [1.7701, -2.3120, -0.0123], [2.0587, -0.8190, 0.8834], [1.4733, -0.8636, -0.8206], [-0.5806, -1.6940, 0.1042], [0.3857, -2.8384, 2.1993], [-1.0454, -2.2150, 2.6387], [0.4194, -1.1927, 2.9848], [0.0799, 0.6938, 1.3472], [3.4487, 2.2740, 0.9340], [2.0467, 2.8296, 0.5850], [1.2067, 2.9999, 1.8447], [0.9707, 1.8579, 2.7592], [0.0190, 2.3807, 3.7310], [2.3362, 4.1568, -0.0800], [3.8709, 2.6543, 1.8641], [4.1578, 2.3875, 0.1139], [3.4651, 1.1866, 1.0074], [1.4487, 2.1557, -0.0285], [0.2832, 3.2804, 1.3381], [1.5274, 3.8390, 2.4619], [0.5036, 3.0461, 4.4455], [-0.6021, 1.5755, 4.1234], [-0.7301, 3.0569, 3.3191], [1.5307, 4.7591, 0.0126], [3.0153, 4.7397, 0.3881], [-2.2559, -0.5830, -2.5407], [-1.3959, -1.3012, -3.6402], [-1.8620, -0.6871, -4.9805], [-2.2920, 1.0612, -4.6285], [-3.6914, 1.4328, -4.8384], [-1.2842, 1.9056, -5.3083], [-2.0026, 0.8879, -2.8766], [-1.8415, -0.7966, -1.5554], [-3.3236, -0.7937, -2.4796], [-1.6740, -2.3481, -3.5183], [-0.3653, -1.0125, -3.4336], [-2.8019, -1.1936, -5.1996], [-1.1727, -0.8677, -5.8053], [-2.4484, 1.7202, -2.3320], [-0.9305, 1.0596, -2.7805]],
  "spin_multiplicity": 2,
  "lumo_energy_ev": [2.6, 2.5],
  "e_homo_ev": [0.86, -7.48],
  "homo_lumo_gap_ev": [1.704, 9.986],
  "total_charge": -1
}

=====

No. 2
{
  "formula": "C10H18N4O5",
  "method": "ωB97M-V/def2-TZVPD",
  "species": ["C", "C", "C", "C", "C", "C", "C", "C", "C", "C", "H", "H", "H", "H", "H", "H", "H", "H", "H", "H", "H", "H", "H", "H", "H", "H", "H", "H", "N", "N", "N", "N", "O", "O", "O", "O", "O"],
  "coordinates": [[1.8191, 0.0237, -0.7471], [0.9442, 0.8749, 0.1872], [1.5880, -1.4515, -0.3193], [2.2013, -1.7867, 1.1363], [2.4011, -3.3665, 1.4032], [-1.5277, 1.1099, 0.7525], [-1.6206, 0.3094, 2.0658], [-2.8295, 1.2530, -0.2084], [-2.6531, 2.1934, -1.4010], [-1.9341, 1.4610, -2.6641], [3.3538, 1.3482, -0.6391], [3.5519, 0.0806, 0.4471], [1.6182, 0.0739, -1.8422], [2.2454, -1.9634, -1.1521], [0.4104, -1.7056, -0.2774], [1.6835, -1.3703, 1.9262], [3.2868, -1.3041, 1.1649], [2.4597, -4.8961, 2.6532], [0.9217, -3.6898, 3.2538], [-0.8596, -0.1208, -0.7102], [-1.2619, 2.1373, 0.7985], [-3.1455, 0.2690, -0.3411], [-3.5792, 1.8705, 0.3294], [-1.8047, 2.9670, -0.9787], [-3.5476, 2.9829, -1.6827], [-4.1949, 2.0337, -3.7484], [-2.0824, 1.7164, -4.6930], [0.1235, 1.4037, 2.6817], [3.2093, 0.2294, -0.6508], [2.0197, -3.8375, 2.6080], [-0.4955, 0.4178, 0.0748], [-2.2964, 2.2019, -3.7849], [1.3099, 1.8600, 1.0472], [2.8983, -4.1611, 0.6216], [-2.5934, -0.3995, 2.4147], [-1.0777, 0.5920, -2.6376], [-0.5418, 0.6434, 2.9121]],
  "lumo_energy_ev": -2.6,
  "e_homo_ev": -9.65,
  "homo_lumo_gap_ev": 7.047,
  "e_above_lowest_kj_mol": 1085.0
}

=====

No. 3
{
  "formula": "C2H2Cl2F3PS",
  "method": "ωB97M-V/def2-TZVPD",
  "species": ["F", "C", "F", "F", "P", "S", "Cl", "C", "Cl", "H", "H"],
  "coordinates": [[0.5014, 2.0443, 2.0020], [-0.6024, 1.4476, 2.4599], [-0.2648, 0.7122, 3.5082], [-1.4320, 2.4027, 2.8826], [-1.4933, 0.4330, 1.0948], [-2.8600, -0.7548, 1.7379], [-2.0607, 1.9334, -0.0861], [-0.0206, -0.2668, 0.1938], [0.8278, -1.2826, 1.3836], [0.6541, 0.5127, -0.1647], [-0.3649, -0.8944, -0.6304]],
  "lumo_energy_ev": 0.4,
  "e_homo_ev": -9.83,
  "homo_lumo_gap_ev": 10.213,
  "e_above_lowest_kj_mol": 0.0
}

=====

No. 4
{
  "formula": "C4H7Cl",
  "method": "ωB97M-V/def2-TZVPD",
  "species": ["C", "C", "Cl", "C", "C", "H", "H", "H", "H", "H", "H", "H"],
  "coordinates": [[0.5928, -0.9009, 1.0742], [-0.0509, -0.2685, -0.1637], [-0.6376, -1.7304, -1.0761], [-0.9686, 0.8614, -0.2347], [0.3128, 0.9113, -0.9626], [-0.1110, -1.5917, 1.5620], [0.9634, -0.1528, 1.7081], [1.3291, -1.5947, 0.7052], [-1.9416, 0.7514, -0.6787], [-0.9447, 1.4632, 0.6537], [1.1100, 1.4732, -0.5302], [0.3462, 0.7784, -2.0571]],
  "lumo_energy_ev": 1.0,
  "e_homo_ev": -10.01,
  "homo_lumo_gap_ev": 11.046,
  "e_above_lowest_kj_mol": 45.1
}

=====

Values for energy, hartree, ordered as above
-1577.719989 -986.769532 -2036.985453 -616.760364